Entry 1:
ORCA calculation (ωB97M-V/def2-TZVPD) on the molecule C18H16N2O5 in a non-equilibrium geometry.

## Properties
SMILES string = Cc1ccc(/C=C/C(=O)OCC(=O)N2CC(=O)Nc3ccccc32)o1
Kohn-Sham gap = 8.20 eV
Energy relative to the best compared isomer or geometry (same formula, charge and spin) = 0.0 kJ/mol
Largest force on an atom = 1.381 eV Å⁻¹

The geometry in ORCA input format:
```
! wB97M-V def2-TZVPD RIJCOSX def2/J DEFGRID3
* xyz 0 1
C -1.638 1.370 -7.593
C -2.016 0.676 -6.336
C -2.812 -0.417 -6.110
C -2.812 -0.628 -4.720
C -2.011 0.353 -4.175
C -1.631 0.655 -2.834
C -2.022 -0.017 -1.738
C -1.557 0.385 -0.415
O -0.837 1.322 -0.162
O -2.079 -0.417 0.545
C -1.586 -0.185 1.846
C -0.140 -0.698 1.927
O 0.375 -1.252 0.985
N 0.502 -0.495 3.114
C -0.041 0.193 4.264
C 0.743 1.471 4.575
O 0.233 2.490 4.974
N 2.077 1.319 4.403
C 2.672 0.156 3.915
C 4.034 -0.064 4.065
C 4.609 -1.213 3.552
C 3.826 -2.144 2.892
C 2.465 -1.935 2.738
C 1.881 -0.785 3.244
O -1.533 1.142 -5.173
H -2.120 0.890 -8.439
H -0.557 1.340 -7.731
H -1.939 2.416 -7.553
H -3.329 -0.992 -6.851
H -3.329 -1.399 -4.186
H -0.971 1.504 -2.709
H -2.671 -0.876 -1.777
H -1.611 0.891 2.059
H -2.241 -0.739 2.521
H -1.088 0.451 4.132
H 0.044 -0.464 5.142
H 2.676 2.094 4.658
H 4.636 0.673 4.576
H 5.669 -1.377 3.667
H 4.274 -3.041 2.492
H 1.858 -2.652 2.213
*
```

These are the natural (NBO) partial charges, in e, on atoms 1 to 5: -0.6543 0.3170 -0.3250 -0.2396 0.1928


Entry 2:
ORCA calculation (ωB97M-V/def2-TZVPD) on the ion C6H13N with charge +1 in a non-equilibrium geometry.

## Properties
⟨S²⟩ = 0.76
Kohn-Sham gap (alpha / beta) = 9.91 / 8.51 eV
Energy relative to the best compared isomer or geometry (same formula, charge and spin) = 122.7 kJ/mol
Largest force on an atom = 5.935 eV Å⁻¹

The geometry in ORCA input format:
```
! wB97M-V def2-TZVPD RIJCOSX def2/J DEFGRID3
* xyz 1 2
C 1.132 2.161 1.294
C 1.899 1.044 0.585
C 0.911 0.275 -0.294
N -1.751 -0.237 -1.447
C -1.285 -0.952 -0.303
C -0.242 -0.357 0.396
C -1.790 -2.380 -0.376
H 0.192 1.975 1.840
H 1.705 2.728 2.049
H 1.082 2.964 0.544
H 2.704 1.461 -0.066
H 2.451 0.333 1.237
H 1.375 -0.650 -0.678
H 0.550 0.882 -1.114
H -1.197 0.520 -1.838
H -2.066 -0.954 -2.151
H -0.192 -0.656 1.448
H -1.164 -2.943 -1.083
H -2.857 -2.369 -0.605
H -1.455 -2.846 0.562
*
```

These are the natural (NBO) partial charges, in e, on atoms 1 to 5: -0.6544 -0.4031 -0.4588 -0.6717 0.3443


Entry 3:
ORCA calculation (ωB97M-V/def2-TZVPD) on the ion C4H9N2O with charge +1 in a non-equilibrium geometry.

## Properties
SMILES string = C[C@@H]1C(=O)N[C@H]1[NH3+]
Kohn-Sham gap = 10.12 eV
Energy relative to the best compared isomer or geometry (same formula, charge and spin) = 318.9 kJ/mol
Largest force on an atom = 5.126 eV Å⁻¹

The geometry in ORCA input format:
```
! wB97M-V def2-TZVPD RIJCOSX def2/J DEFGRID3
* xyz 1 1
C -0.802 1.876 -0.020
C -0.441 0.471 0.414
C 0.460 0.155 1.577
O 0.452 0.553 2.695
N 1.211 -0.856 0.953
C 0.537 -0.457 -0.544
N -0.124 -1.618 -1.190
H -1.428 1.829 -0.973
H 0.105 2.499 -0.363
H -1.349 2.148 0.859
H -1.430 -0.086 0.529
H 2.195 -1.012 0.945
H 1.346 0.012 -1.168
H 0.368 -2.311 -0.645
H 0.020 -1.770 -2.239
H -1.120 -1.434 -0.830
*
```

These are the natural (NBO) partial charges, in e, on atoms 1 to 5: -0.6175 -0.2859 0.6600 -0.4721 -0.6392


Entry 4:
ORCA calculation (ωB97M-V/def2-TZVPD) on a structure of composition C14H11ClN2O2Sn in a non-equilibrium geometry.

## Properties
Kohn-Sham gap = 6.91 eV
Largest force on an atom = 5.257 eV Å⁻¹

The geometry in ORCA input format:
```
! wB97M-V def2-TZVPD RIJCOSX def2/J DEFGRID3
* xyz 2 1
Cl 0.070 2.952 -1.508
C -1.977 -0.425 -2.119
C -1.118 -1.582 -1.854
C 0.183 -1.346 -2.524
H -1.395 -2.481 -1.296
C 0.085 -0.059 -3.203
C -1.220 0.533 -2.938
H -1.537 1.531 -3.256
H -3.003 -0.285 -1.775
H 1.051 -2.018 -2.532
C 1.208 0.629 -3.947
Sn -0.111 0.302 -0.950
C 1.969 0.914 -0.277
O 3.015 1.238 0.053
C -1.123 1.443 0.794
O -1.514 2.005 1.714
H 2.194 0.360 -3.532
H 1.081 1.723 -3.909
H 1.154 0.284 -4.990
N 2.842 0.626 5.084
C 1.986 0.201 4.382
C 0.920 -0.281 3.599
C -0.373 -0.437 4.123
C -1.424 -0.842 3.321
C -1.195 -1.008 1.958
N 0.044 -0.840 1.479
C 1.106 -0.488 2.227
H -0.535 -0.180 5.162
H -2.430 -0.934 3.688
H -2.000 -1.243 1.275
H 2.048 -0.290 1.749
*
```

These are the natural (NBO) partial charges, in e, on atoms 1 to 5: -0.4308 -0.3039 -0.2740 -0.3126 0.3030


Entry 5:
ORCA calculation (ωB97M-V/def2-TZVPD) on the ion C6H11N with charge -1 in a non-equilibrium geometry.

## Properties
⟨S²⟩ = 0.76
Kohn-Sham gap (alpha / beta) = 3.46 / 6.89 eV
Energy relative to the best compared isomer or geometry (same formula, charge and spin) = 174.5 kJ/mol
Largest force on an atom = 4.856 eV Å⁻¹

The geometry in ORCA input format:
```
! wB97M-V def2-TZVPD RIJCOSX def2/J DEFGRID3
* xyz -1 2
C 1.669 -1.270 -1.573
N 1.124 -0.303 -0.720
C -0.235 -0.186 -0.782
C -1.009 -0.537 -1.841
C -0.850 1.431 2.731
C -0.265 0.861 1.440
C -0.882 0.076 0.539
H 1.332 -2.332 -1.197
H 1.541 -1.144 -2.712
H 2.716 -1.548 -1.536
H 1.749 0.493 -0.576
H -2.128 -0.311 -2.002
H -0.632 -1.130 -2.716
H -1.542 0.735 3.129
H -1.322 2.371 2.435
H -0.011 1.548 3.542
H 0.621 1.443 1.115
H -1.876 -0.198 0.726
*
```

These are the natural (NBO) partial charges, in e, on atoms 1 to 5: -0.4075 -0.6602 0.0522 -0.6960 -0.6292


Entry 6:
ORCA calculation (ωB97M-V/def2-TZVPD) on a structure of composition C25H38MnN9O3S2 in a non-equilibrium geometry.

## Properties
⟨S²⟩ = 0.79
Kohn-Sham gap (alpha / beta) = 8.35 / 8.20 eV
Energy relative to the best compared isomer or geometry (same formula, charge and spin) = 0.0 kJ/mol
Largest force on an atom = 1.644 eV Å⁻¹

The geometry in ORCA input format:
```
! wB97M-V def2-TZVPD RIJCOSX def2/J DEFGRID3
* xyz 1 2
Mn 0.463 1.382 -0.316
C -0.608 2.002 -3.629
C -0.825 0.638 -2.954
N 0.206 0.215 -1.995
C 1.510 -0.121 -2.576
C 2.396 1.121 -2.612
N 2.303 1.806 -1.307
C 3.510 1.713 -0.449
C 3.606 2.958 0.419
C 2.485 3.114 1.440
N 1.117 3.083 0.870
C 0.716 4.311 0.168
C -0.656 4.085 -0.437
N -0.643 2.905 -1.326
C -0.231 3.182 -2.709
H -1.548 2.233 -4.134
H 0.133 1.918 -4.425
H -0.937 -0.112 -3.744
H -1.769 0.644 -2.407
H -0.175 -0.594 -1.486
H 1.405 -0.559 -3.574
H 1.972 -0.871 -1.931
H 2.081 1.801 -3.401
H 3.428 0.839 -2.832
H 2.193 2.800 -1.472
H 4.403 1.630 -1.075
H 3.442 0.828 0.180
H 3.685 3.846 -0.220
H 4.540 2.912 0.982
H 2.628 4.049 1.992
H 2.546 2.293 2.153
H 0.485 2.975 1.660
H 1.452 4.541 -0.607
H 0.693 5.176 0.838
H -1.005 4.979 -0.963
H -1.358 3.878 0.372
H -1.595 2.556 -1.373
H 0.842 3.366 -2.725
H -0.697 4.102 -3.078
N 0.920 -6.313 1.384
C 1.209 -4.992 1.681
C 2.175 -4.291 0.951
C 2.412 -2.953 1.205
C 1.679 -2.292 2.184
C 0.734 -2.984 2.933
C 0.501 -4.322 2.683
S 1.919 -0.572 2.458
O 3.245 -0.250 2.004
O 1.548 -0.293 3.821
N 0.884 0.179 1.463
C -0.353 0.514 1.899
S -1.213 0.141 3.358
C -2.616 0.925 2.710
C -2.356 1.441 1.493
N -1.075 1.226 1.040
H 1.636 -6.830 0.899
H 0.480 -6.847 2.117
H 2.751 -4.809 0.193
H 3.176 -2.417 0.659
H 0.203 -2.478 3.727
H -0.230 -4.862 3.273
H -3.529 0.991 3.276
H -3.062 1.989 0.885
N -6.142 -2.367 0.318
C -5.147 -1.626 -0.226
O -5.350 -0.564 -0.785
C -3.754 -2.179 -0.119
C -3.425 -3.490 0.197
C -2.089 -3.851 0.251
C -1.128 -2.888 -0.014
N -1.430 -1.626 -0.330
C -2.716 -1.297 -0.384
H -7.072 -1.983 0.293
H -5.962 -3.144 0.926
H -4.190 -4.236 0.379
H -1.785 -4.861 0.490
H -0.075 -3.138 0.030
H -2.963 -0.275 -0.639
*
```

These are the Mulliken partial charges, in e, on atoms 1 to 5: 0.9646 -0.9127 -0.8352 0.5717 -0.7359